Entry 1:
{
  "formula": "C18H12O5",
  "method": "ωB97M-V with the def2-TZVPD basis set",
  "smiles": "c1cc2cc3c(cc2o1)OC[C@H]1c2cc4c(cc2O[C@@H]31)OCO4",
  "max_force_ev_per_a": 5.60,
  "e_lumo_ev": 0.697,
  "species": ["O", "O", "O", "O", "O", "C", "C", "C", "C", "C", "C", "C", "C", "C", "C", "C", "C", "C", "C", "C", "C", "C", "C", "H", "H", "H", "H", "H", "H", "H", "H", "H", "H", "H", "H"],
  "coordinates": [[2.66593, -0.58115, -4.47552], [0.62478, 3.44310, 5.11046], [-0.07431, 1.21018, 5.85241], [1.81494, -1.33643, 0.33712], [-0.28832, 1.78826, 0.42802], [1.96074, 0.10182, -5.41304], [0.92864, 0.70706, -4.82806], [2.31380, -1.04282, -2.00104], [0.24458, 2.83092, 2.55814], [0.14747, 0.53319, -2.37650], [-0.19867, 0.25857, 3.66847], [0.35301, 2.63448, 3.99576], [0.03173, 1.32700, 4.50205], [2.04808, -0.48627, -3.27278], [1.54869, -0.76511, -0.86191], [0.00507, 1.75108, 1.81800], [0.97738, 0.28313, -3.43229], [0.46949, 0.09472, -1.05421], [-0.20666, 0.51567, 2.33866], [0.32562, 2.56849, 6.26082], [0.57164, -1.62974, 1.02522], [-0.48798, 0.44857, -0.05432], [-0.43034, -0.46303, 1.17475], [2.22568, 0.19430, -6.50959], [0.15271, 1.40058, -5.19386], [3.15696, -1.77204, -1.91552], [0.34098, 3.86692, 2.23164], [-0.80156, 1.07745, -2.52568], [-0.39390, -0.73524, 4.01896], [-0.56337, 2.94578, 6.73197], [1.21048, 2.36427, 6.98623], [0.76635, -2.00778, 2.03843], [0.01432, -2.40839, 0.43194], [-1.52498, 0.28765, -0.39920], [-1.40780, -0.88398, 1.32567]]
}

---

Entry 2:
{
  "formula": "C18H13BeN2O3STe",
  "method": "ωB97M-V with the def2-TZVPD basis set",
  "max_force_ev_per_a": 0.45,
  "e_lumo_ev": 2.724,
  "charge": -1,
  "species": ["Be", "O", "C", "C", "C", "C", "C", "C", "C", "O", "N", "N", "C", "C", "C", "C", "C", "C", "C", "O", "H", "H", "H", "H", "H", "H", "H", "H", "H", "H", "Te", "C", "C", "C", "C", "S", "H", "H", "H"],
  "coordinates": [[-0.49177, -1.55266, 0.05112], [1.31889, 0.40892, 3.44303], [1.51038, 1.53387, 2.71330], [2.30159, 2.56419, 3.21895], [2.46511, 3.74485, 2.51743], [1.83313, 3.91300, 1.29560], [1.05811, 2.88730, 0.78298], [0.88803, 1.68416, 1.46169], [0.08111, 0.60511, 0.83416], [0.25754, -0.62449, 1.16507], [-0.76259, 0.97356, -0.11218], [-1.32940, -0.18724, -0.57168], [-2.45982, -0.22382, -1.16101], [-3.12124, -1.49596, -1.34837], [-4.25109, -1.58723, -2.16643], [-4.98489, -2.75059, -2.26184], [-4.60512, -3.84893, -1.48801], [-3.51322, -3.78231, -0.65139], [-2.70945, -2.62335, -0.57104], [-1.66506, -2.62421, 0.20813], [1.81755, 0.47508, 4.26123], [2.78938, 2.42473, 4.17871], [3.08941, 4.52941, 2.92704], [1.94813, 4.83828, 0.74569], [0.56803, 2.99027, -0.17555], [-2.97512, 0.69936, -1.42730], [-4.54808, -0.71095, -2.73410], [-5.84714, -2.80824, -2.91400], [-5.17287, -4.77055, -1.55024], [-3.22342, -4.63182, -0.04586], [1.27319, -2.66379, -1.25388], [2.64947, -1.08995, -1.18940], [2.43275, 0.24194, -1.39962], [3.59397, 1.04977, -1.25303], [4.70047, 0.32833, -0.93491], [4.31538, -1.34705, -0.79755], [1.45883, 0.63878, -1.65346], [3.59943, 2.12474, -1.37877], [5.71040, 0.66748, -0.76447]]
}

---

Entry 3:
{
  "formula": "C18H13F10NO6S",
  "method": "ωB97M-V with the def2-TZVPD basis set",
  "smiles": "O=S(=O)(F)NCCC(F)(F)C(F)(F)C(F)(F)C(F)(F)F.O=C1C=CC(=O)C=C1.O=C1C=CC(=O)C=C1",
  "max_force_ev_per_a": 8.13,
  "e_lumo_ev": -1.624,
  "species": ["O", "S", "O", "F", "N", "C", "C", "C", "F", "F", "C", "F", "F", "C", "F", "F", "C", "F", "F", "F", "H", "H", "H", "H", "H", "C", "C", "C", "O", "C", "C", "C", "O", "H", "H", "H", "H", "C", "C", "C", "O", "C", "C", "C", "O", "H", "H", "H", "H"],
  "coordinates": [[0.33239, 0.32755, 3.20923], [0.93345, 0.29012, 1.82213], [1.83520, -0.91609, 1.78003], [-0.25930, 0.02441, 0.68631], [1.84505, 1.70659, 1.49343], [1.00215, 2.85269, 1.03403], [0.28966, 3.66873, 2.22830], [-0.92481, 4.58771, 1.71318], [-0.91225, 4.76146, 0.30313], [-0.65362, 5.89039, 2.24789], [-2.34943, 4.17350, 2.29316], [-2.17772, 4.01951, 3.70028], [-3.25099, 5.24909, 2.15086], [-2.92231, 2.78167, 1.76799], [-4.14320, 2.57440, 2.46815], [-2.09254, 1.70868, 2.17006], [-3.29021, 2.72883, 0.21815], [-2.19756, 2.36956, -0.60511], [-4.22353, 1.67713, 0.04547], [-3.94090, 3.87435, -0.25035], [2.28287, 1.98457, 2.38435], [0.24937, 2.47781, 0.27287], [1.68138, 3.60674, 0.49681], [1.09862, 4.36780, 2.65016], [-0.00123, 2.98210, 3.08525], [-2.24267, -3.44656, -3.42285], [-3.39577, -2.80272, -3.60678], [-3.71611, -1.57192, -2.85118], [-4.76799, -0.98534, -3.01683], [-2.70797, -1.08274, -1.88590], [-1.55533, -1.72736, -1.70283], [-1.23588, -2.95638, -2.45748], [-0.18234, -3.54002, -2.28883], [-1.99152, -4.34887, -3.96622], [-4.14404, -3.14688, -4.30985], [-2.95822, -0.18035, -1.34203], [-0.80678, -1.38459, -1.00073], [5.38792, -3.84217, 0.24106], [5.23612, -2.58156, -0.16506], [4.12800, -2.19383, -1.06405], [3.99006, -1.04365, -1.43669], [3.19471, -3.25715, -1.49346], [3.34630, -4.51773, -1.08732], [4.45408, -4.90569, -0.18857], [4.59252, -6.05512, 0.18432], [6.19357, -4.14415, 0.89849], [5.91001, -1.79087, 0.14056], [2.38877, -2.95561, -2.15058], [2.67203, -5.30800, -1.39297]]
}

---

Entry 4:
{
  "formula": "C18H13MoN7O7S3Sb",
  "method": "ωB97M-V with the def2-TZVPD basis set",
  "max_force_ev_per_a": 0.30,
  "spin_multiplicity": 2,
  "e_lumo_ev": [-9.456, -9.713],
  "charge": 2,
  "species": ["Mo", "S", "Sb", "S", "S", "O", "C", "O", "C", "C", "C", "C", "C", "C", "O", "N", "O", "O", "N", "O", "O", "H", "H", "C", "C", "N", "C", "C", "N", "C", "N", "N", "N", "C", "C", "C", "C", "C", "C", "H", "H", "H", "H", "H", "H", "H", "H", "H", "H", "H"],
  "coordinates": [[-0.23336, 2.71430, 0.04138], [0.72827, 6.51589, -1.41969], [0.65101, 5.70970, 0.75357], [1.80755, 3.54243, 0.47535], [-1.55578, 4.22236, 0.78748], [-2.61878, 0.12948, -1.78646], [-1.67030, 0.82930, -1.81390], [-1.00610, 1.13290, -0.61131], [-1.01251, 1.38453, -3.02519], [-1.17432, 0.76878, -4.25876], [-0.56103, 1.33104, -5.36216], [0.19419, 2.48822, -5.29600], [0.34882, 3.08798, -4.06183], [-0.25816, 2.55024, -2.93385], [-0.19729, 3.18723, -1.74475], [1.13970, 4.31600, -3.94318], [1.66558, 4.52779, -2.84664], [1.23090, 5.02736, -4.90309], [-0.72053, 0.66867, -6.68210], [-1.37251, -0.34806, -6.69520], [-0.15034, 1.18445, -7.61373], [-1.76748, -0.13045, -4.36236], [0.64639, 2.90584, -6.18619], [2.28227, 0.55725, 1.59001], [0.89241, 0.59690, 2.11327], [-0.08996, 1.41707, 1.70193], [-1.24546, 1.06925, 2.40552], [-0.93546, 0.07098, 3.25140], [0.40476, -0.20883, 3.06198], [1.11231, -1.33884, 3.69696], [0.95997, -2.52792, 2.93449], [1.58078, -2.59540, 1.72092], [1.23707, -3.66636, 1.13264], [0.35989, -4.35987, 1.94521], [-0.27452, -5.58987, 1.74649], [-1.10478, -6.02940, 2.74839], [-1.30328, -5.27568, 3.92510], [-0.67993, -4.06631, 4.13757], [0.15878, -3.62663, 3.11163], [2.29160, 0.73324, 0.51448], [2.71325, -0.42996, 1.73490], [2.90849, 1.30523, 2.08108], [-2.19210, 1.55463, 2.24993], [-1.53722, -0.46225, 3.96709], [0.69397, -1.47889, 4.69010], [2.16194, -1.07371, 3.79195], [-0.10592, -6.16153, 0.84478], [-1.61595, -6.97616, 2.64466], [-1.96017, -5.66871, 4.68931], [-0.82665, -3.51423, 5.05682]]
}